Record 1
DFT (ωB97M-V/def2-TZVPD) results for 2 unconnected molecules or ions with the total composition C9H17NO3P in a non-equilibrium geometry.

Structure (ORCA input):
```
! RIJCOSX wB97M-V def2-TZVPD def2/J DEFGRID3
* xyz -1 1
C 2.71 -0.98 -0.11
C 1.82 -0.74 0.81
C -3.01 1.37 -0.88
C -3.67 1.03 0.43
C -1.52 1.00 -0.62
C -2.47 0.58 1.31
C 3.87 -1.87 -0.08
C 2.73 -0.10 -1.33
C 0.88 -0.63 1.71
N -1.57 -0.03 0.37
O -1.72 -2.55 1.06
O -0.69 -1.67 -1.19
O -3.18 -1.84 -0.90
P -1.96 -1.69 -0.10
H -3.27 0.67 -1.71
H -3.00 2.46 -1.32
H -4.36 1.79 0.98
H -4.21 0.09 0.31
H -1.02 0.57 -1.50
H -1.05 1.96 -0.16
H -2.09 1.50 1.92
H -2.87 -0.16 2.03
H 4.70 -1.31 -0.13
H 3.78 -2.65 -0.82
H 3.82 -2.56 0.83
H 2.66 -0.77 -2.12
H 3.56 0.56 -1.46
H 1.70 0.38 -1.33
H -0.14 -0.99 1.77
H 0.11 -1.44 -0.58
H 1.06 0.13 2.56
*
```

ΔE to the lowest compared entry with this formula, charge and spin: 0.619 eV
LUMO level: 3.20 eV
HOMO-LUMO gap: 0.2886 hartree
HOMO level: -4.656 eV



Record 2
DFT (ωB97M-V/def2-TZVPD) results for a molecular structure, C9H18AlFIO9S in a non-equilibrium geometry.

Structure (ORCA input):
```
! RIJCOSX wB97M-V def2-TZVPD def2/J DEFGRID3
* xyz -1 1
O -3.13 1.85 -0.24
S -1.99 1.65 -1.10
O -2.25 1.85 -2.50
F -0.94 2.81 -0.70
Al -1.12 -0.53 -0.71
I -2.96 -2.16 -1.48
C -0.80 -0.67 1.25
C 0.20 0.39 1.71
C 1.58 -0.02 2.07
O 1.25 0.78 0.86
H 0.19 -0.77 -1.56
H -1.70 -0.51 1.84
H -0.38 -1.65 1.48
H -0.20 1.19 2.32
H 2.08 -0.83 1.57
H 2.05 0.58 2.84
C 1.04 -1.25 8.23
O 1.33 -1.03 6.84
C 2.61 -1.16 6.52
O 3.50 -1.44 7.28
O 2.73 -0.93 5.22
C 4.07 -1.04 4.71
H -0.03 -1.11 8.34
H 1.31 -2.26 8.52
H 1.58 -0.53 8.85
H 4.45 -2.04 4.87
H 4.72 -0.31 5.20
H 4.00 -0.83 3.65
C -2.06 -0.69 -8.90
O -1.42 -0.29 -7.70
C -1.93 0.83 -7.16
O -2.83 1.47 -7.63
O -1.26 1.10 -6.05
C -1.70 2.27 -5.34
H -1.55 -1.60 -9.22
H -3.11 -0.90 -8.73
H -1.96 0.08 -9.67
H -2.73 2.17 -5.03
H -1.57 3.15 -5.98
H -1.07 2.36 -4.47
*
```

LUMO level: 2.27 eV
HOMO-LUMO gap: 0.2940 hartree
HOMO level: -5.728 eV



Record 3
DFT (ωB97M-V/def2-TZVPD) results for a molecular structure, C9H18BiCl2OS in a non-equilibrium geometry.

Structure (ORCA input):
```
! RIJCOSX wB97M-V def2-TZVPD def2/J DEFGRID3
* xyz -1 1
Bi 0.66 -2.94 2.31
Cl 1.01 -3.49 -0.10
Cl -1.68 -2.16 2.37
C -0.99 1.15 1.19
H -1.23 0.17 1.59
H -1.00 1.99 1.91
C 0.17 0.50 -0.92
C -1.03 1.33 -0.20
H 1.05 1.10 -1.18
C -2.40 1.01 -0.89
H -0.79 2.40 -0.36
C -2.55 -0.45 -1.36
H -3.20 1.29 -0.18
H -2.45 1.65 -1.78
C -1.46 -0.79 -2.40
H -2.54 -1.15 -0.51
H -3.51 -0.51 -1.88
C -0.05 -0.65 -1.79
H -1.62 -1.80 -2.79
H -1.56 -0.12 -3.27
H 0.19 -1.58 -1.26
H 0.66 -0.57 -2.63
C 2.30 1.48 2.11
S 1.38 0.31 1.14
C 2.81 -0.50 0.50
O 1.04 -0.79 2.25
H 3.19 1.82 1.57
H 2.56 0.95 3.03
H 1.71 2.37 2.34
H 3.38 -0.82 1.37
H 2.53 -1.37 -0.09
H 3.40 0.19 -0.11
*
```

ΔE to the lowest compared entry with this formula, charge and spin: 4.571 eV
LUMO level (spin up / spin down): 2.74 / 2.74 eV
HOMO-LUMO gap (spin up / spin down): 0.1592 / 0.1530 hartree
HOMO level (spin up / spin down): -1.589 / -1.420 eV



Record 4
DFT (ωB97M-V/def2-TZVPD) results for 2 unconnected molecules or ions with the total composition C9H18BrFN2O5.

Structure (ORCA input):
```
! RIJCOSX wB97M-V def2-TZVPD def2/J DEFGRID3
* xyz 0 1
C 1.48 0.75 -2.09
C 0.83 -0.59 -2.40
F 1.05 -0.90 -3.75
N -0.60 -0.63 -2.15
C -1.38 0.41 -2.83
C -2.83 0.45 -2.37
O -3.68 1.00 -2.99
O -3.07 -0.12 -1.17
C -1.11 -1.92 -2.46
O -1.86 -2.20 -3.33
O -0.64 -2.78 -1.50
Br -0.45 -4.50 -2.08
H 1.79 1.22 -3.03
H 2.38 0.58 -1.50
H 0.83 1.42 -1.55
H 1.28 -1.39 -1.82
H -1.38 0.30 -3.92
H -0.96 1.39 -2.59
H -2.23 -0.24 -0.70
C -0.91 -0.82 2.03
O -0.41 0.34 1.39
C -0.02 1.40 2.25
C 1.38 1.25 2.86
C 1.47 0.24 4.00
N 2.39 0.93 1.85
H -1.47 -0.56 2.93
H -0.11 -1.51 2.30
H -1.57 -1.32 1.33
H -0.03 2.29 1.62
H -0.78 1.54 3.03
H 1.63 2.24 3.27
H 1.48 -0.78 3.62
H 2.39 0.39 4.55
H 0.63 0.34 4.69
H 2.40 1.67 1.15
H 2.06 0.10 1.35
*
```

LUMO level: -0.94 eV
HOMO-LUMO gap: 0.3218 hartree
HOMO level: -9.696 eV



Record 5
DFT (ωB97M-V/def2-TZVPD) results for a molecular structure, C9H18BrN3OPS2Tm in a non-equilibrium geometry.

Structure (ORCA input):
```
! RIJCOSX wB97M-V def2-TZVPD def2/J DEFGRID3
* xyz 2 3
C 2.85 -2.14 0.89
P 2.19 -0.34 0.16
C 3.58 -0.32 -1.08
N 1.12 -1.41 -0.85
O 3.02 0.45 1.37
Br 0.36 -0.67 2.06
C 1.36 1.25 -0.35
C -0.16 1.35 -0.44
C -0.70 2.34 0.59
S -2.49 2.27 0.88
C -3.26 1.74 -0.67
S -3.57 2.70 -1.89
N -3.51 0.37 -0.52
C -4.24 -0.21 0.51
C -4.12 -1.57 0.33
N -3.35 -1.84 -0.76
C -3.02 -0.68 -1.25
H 2.55 -2.21 1.93
H 3.92 -2.04 0.74
H 2.48 -2.99 0.35
H 3.66 -1.27 -1.62
H 4.51 -0.16 -0.55
H 3.47 0.47 -1.81
H 1.66 -1.99 -1.49
H 0.48 -2.03 -0.36
H 3.48 -0.12 1.98
H 1.79 1.51 -1.31
H 1.72 1.99 0.36
H -0.65 0.38 -0.39
H -0.41 1.76 -1.41
H -0.44 3.34 0.27
H -0.23 2.19 1.56
H -4.82 0.36 1.21
H -4.58 -2.34 0.91
H -2.41 -0.51 -2.12
Tm -2.21 0.37 2.79
*
```

LUMO level (spin up / spin down): -7.59 / -9.08 eV
HOMO-LUMO gap (spin up / spin down): 0.2997 / 0.2305 hartree
HOMO level (spin up / spin down): -15.746 / -15.347 eV



Record 6
DFT (ωB97M-V/def2-TZVPD) results for a molecular structure, C9H18Cl2CuN2O5Pd in a non-equilibrium geometry.

Structure (ORCA input):
```
! RIJCOSX wB97M-V def2-TZVPD def2/J DEFGRID3
* xyz 2 4
Cu 3.28 1.32 0.50
Pd 0.03 4.59 0.61
C 0.98 2.20 1.46
O 1.55 1.16 1.83
O 0.04 2.78 1.97
O 1.61 2.81 0.66
Cl -1.08 -0.16 5.75
C 0.06 -0.25 4.34
C 0.82 -1.50 4.21
Cl 2.09 -1.71 5.45
H 0.87 0.47 4.28
H -0.63 -0.04 3.52
H 1.39 -1.51 3.28
H 0.21 -2.40 4.23
C 1.44 -0.95 -0.87
O 1.96 0.19 -0.95
N 0.90 -1.66 -1.87
C 0.28 -2.89 -1.71
C 1.04 -1.20 -3.28
H 1.27 -1.52 0.06
H -0.73 -2.87 -2.12
H 0.18 -3.16 -0.66
H 0.78 -3.67 -2.29
H 1.02 -0.11 -3.21
H 1.99 -1.51 -3.72
H 0.20 -1.28 -3.96
C -1.20 2.43 -1.84
O -0.97 3.28 -0.92
N -1.78 1.26 -1.57
C -2.08 0.16 -2.52
C -2.06 0.97 -0.14
H -0.83 2.57 -2.87
H -1.51 -0.73 -2.23
H -1.86 0.27 -3.58
H -3.12 -0.14 -2.65
H -2.39 1.84 0.44
H -2.69 0.11 0.07
H -1.07 0.83 0.31
*
```

LUMO level (spin up / spin down): -8.24 / -11.86 eV
HOMO-LUMO gap (spin up / spin down): 0.2439 / 0.1104 hartree
HOMO level (spin up / spin down): -14.872 / -14.865 eV



| no. | molar mass (g/mol) |
| --- | --- |
| 1 | 218.2 |
| 2 | 475.2 |
| 3 | 454.2 |
| 4 | 333.2 |
| 5 | 528.2 |
| 6 | 475.1 |